C6H7NO | wB97M-V/def2-TZVPD

```
15
Properties=species:S:1:pos:R:3
C 1.731 -0.166 0.238
C -1.818 1.033 0.065
O -2.653 -0.048 -0.001
C -0.485 -0.806 -0.016
H 1.312 1.892 0.568
H 2.049 -0.200 1.315
H -2.280 -2.131 0.119
N 0.861 -1.244 -0.226
H 2.665 -0.284 -0.392
C -0.515 0.619 -0.055
C 0.985 1.171 -0.134
H 1.121 -2.180 -0.202
H 1.199 1.506 -1.205
H -2.302 1.986 -0.092
C -1.871 -1.146 0.017
```

Properties
spin multiplicity: 1
LUMO energy: 1.067 eV
relative energy (zero: lowest compared OMol25 entry of this formula, charge and spin): 37.83 kcal per mole
charge: 0
M: 109.13 g/mol
maximum force: 0.0744 Eh/bohr
gap between HOMO and LUMO: 8.776 eV
SMILES: c1occ2c1CCN2